Entry from the Open Molecules 2025 dataset: C23H13Cl5N4OS2Zn as an isolated structure (ωB97M-V/def2-TZVPD).

```
! wB97M-V def2-TZVPD RIJCOSX def2/J DEFGRID3
* xyz -2 1
Zn 0.597 0.421 -0.789
C -0.159 0.125 3.595
C 0.289 1.376 3.998
C 0.696 2.298 3.053
C 0.646 1.967 1.696
N 0.245 0.738 1.334
C -0.148 -0.153 2.239
C 0.993 2.909 0.592
C 1.344 4.233 0.873
C 1.610 5.121 -0.156
C 1.526 4.679 -1.474
C 1.190 3.360 -1.742
C 0.907 2.436 -0.731
H -0.499 -0.616 4.305
H 0.325 1.631 5.052
H 1.053 3.267 3.368
H -0.448 -1.118 1.839
H 1.403 4.596 1.894
H 1.888 6.145 0.066
H 1.719 5.373 -2.288
H 1.133 3.040 -2.780
Cl -7.401 1.653 0.053
C -5.737 1.316 -0.313
C -4.761 2.304 -0.197
Cl -5.231 3.891 0.332
C -3.438 2.036 -0.498
Cl -2.251 3.277 -0.326
C -2.961 0.759 -0.978
O -1.754 0.572 -1.295
C -4.009 -0.223 -1.070
Cl -3.584 -1.789 -1.648
C -5.334 0.053 -0.752
Cl -6.540 -1.189 -0.899
S 5.357 0.639 -0.913
C 3.763 0.262 -0.945
N 2.631 -0.025 -0.973
C 1.377 -6.670 -2.071
C 1.739 -5.425 -1.308
C 2.912 -5.336 -0.568
C 3.129 -4.121 0.061
N 2.295 -3.099 -0.003
C 1.162 -3.260 -0.737
S -0.010 -2.003 -0.843
N 0.882 -4.418 -1.398
H 2.123 -7.456 -1.946
H 1.284 -6.425 -3.131
H 0.403 -7.036 -1.742
H 3.614 -6.156 -0.490
H 4.029 -3.958 0.653
*
```

gap between HOMO and LUMO: 6.5 eV
energy above the lowest of the compared OMol25 structures with the same formula, charge and spin: 0.6364 eV

---

Entry from the Open Molecules 2025 dataset: an isolated ion of composition C2H4O2PS and charge -1 (ωB97M-V/def2-TZVPD).

```
! wB97M-V def2-TZVPD RIJCOSX def2/J DEFGRID3
* xyz -1 3
C 1.055 -0.124 0.627
C -0.707 1.214 0.512
O 0.320 0.474 -2.110
O -0.871 -1.438 -1.025
P -0.185 0.089 -0.796
S -0.291 -0.072 1.809
H 1.861 -0.960 0.672
H 1.307 0.965 0.426
H -1.755 1.505 0.472
H -1.376 -1.311 -1.785
*
```

gap between HOMO and LUMO (spin up / spin down): 3.2 / 7.2 eV
energy above the lowest of the compared OMol25 structures with the same formula, charge and spin: 1.9898 eV
expectation value of S²: 2.009

---

Entry from the Open Molecules 2025 dataset: a 2-piece molecular cluster, C10H13O2 overall (ωB97M-V/def2-TZVPD).

```
! wB97M-V def2-TZVPD RIJCOSX def2/J DEFGRID3
* xyz -1 1
C -0.275 -2.964 1.570
C 0.113 -1.888 2.622
O -0.718 -1.880 3.540
O 1.116 -1.184 2.526
H -0.991 -3.817 1.882
H 0.700 -3.270 1.034
H -0.899 -2.568 0.788
C 1.417 0.960 0.074
C 2.795 1.411 -0.428
C 0.009 0.984 -0.508
C -1.121 0.623 0.318
C -0.116 1.246 -1.829
C -2.280 0.572 -0.280
C -1.433 1.102 -2.525
C -2.451 0.722 -1.645
H 1.565 -0.091 0.205
H 1.388 1.490 1.149
H 3.487 0.635 -0.188
H -0.837 0.514 1.407
H 0.688 1.373 -2.651
H -3.152 0.177 0.183
H -1.606 1.511 -3.482
H -3.496 0.558 -2.061
H 3.194 2.358 -0.231
H 2.903 1.426 -1.470
*
```

gap between HOMO and LUMO: 7.2 eV
energy above the lowest of the compared OMol25 structures with the same formula, charge and spin: 2.3775 eV

---

Entry from the Open Molecules 2025 dataset: a 12-piece molecular cluster, C18H61N26O11 overall (ωB97M-V/def2-TZVPD).

```
! wB97M-V def2-TZVPD RIJCOSX def2/J DEFGRID3
* xyz 1 1
N 5.593 -3.413 2.477
C 5.076 -3.164 1.119
C 3.742 -2.410 1.136
C 2.513 -3.319 1.091
C 1.232 -2.625 1.582
C 0.081 -3.617 1.726
C -0.435 -3.963 3.131
N -1.725 -4.615 2.759
C -1.976 -4.292 1.469
N -2.899 -4.957 0.777
N -1.159 -3.279 0.952
H 4.844 -3.350 3.157
H 5.964 -4.352 2.562
H 4.939 -4.113 0.575
H 5.786 -2.567 0.540
H 3.711 -1.798 2.049
H 3.708 -1.709 0.295
H 2.692 -4.229 1.687
H 2.332 -3.645 0.057
H 0.947 -1.872 0.838
H 1.431 -2.120 2.535
H 0.390 -4.580 1.290
H 0.245 -4.669 3.614
H -0.633 -3.112 3.791
H -2.525 -4.529 3.373
H -2.947 -5.974 0.788
H -3.510 -4.499 0.115
H -1.553 -2.401 1.364
C 4.166 1.323 -0.498
O 3.113 0.839 -0.084
N 4.328 2.649 -0.711
N 5.261 0.548 -0.771
H 5.175 3.060 -1.056
H 3.572 3.282 -0.519
H 5.197 -0.446 -0.644
H 6.125 0.927 -1.108
C 7.676 -2.850 -1.990
O 7.091 -2.059 -1.260
N 7.632 -2.761 -3.348
N 8.424 -3.872 -1.489
H 8.118 -3.391 -3.957
H 7.096 -2.012 -3.745
H 8.478 -3.965 -0.490
H 8.931 -4.520 -2.060
C 3.045 6.142 -1.821
O 3.834 5.430 -1.210
N 1.781 5.730 -2.094
N 3.380 7.392 -2.246
H 1.062 6.270 -2.538
H 1.551 4.791 -1.835
H 4.305 7.718 -2.039
H 2.746 7.991 -2.740
C -1.271 3.906 -3.678
O -0.684 4.746 -3.000
N -1.020 2.571 -3.551
N -2.208 4.251 -4.594
H -1.482 1.873 -4.102
H -0.302 2.286 -2.911
H -2.435 5.225 -4.680
H -2.709 3.585 -5.149
C -2.139 4.406 0.997
O -2.071 4.297 2.219
N -3.257 4.829 0.344
N -1.103 4.064 0.191
H -3.299 4.944 -0.656
H -4.042 5.132 0.894
H -0.254 3.777 0.642
H -1.134 4.089 -0.814
C -2.154 0.462 2.092
O -2.112 -0.688 1.613
N -1.211 1.382 1.837
N -3.159 0.879 2.903
H -1.272 2.327 2.198
H -0.437 1.123 1.251
H -3.882 0.227 3.148
H -3.184 1.810 3.284
C -5.062 -7.919 1.608
O -4.755 -7.518 0.490
N -5.761 -9.058 1.810
N -4.693 -7.219 2.728
H -6.020 -9.393 2.719
H -6.035 -9.581 0.999
H -4.200 -6.367 2.550
H -4.886 -7.480 3.677
C -6.334 -1.656 1.379
O -7.497 -1.517 1.686
N -5.537 -0.621 0.963
N -5.698 -2.873 1.424
H -4.569 -0.728 0.702
H -5.966 0.285 0.919
H -6.232 -3.671 1.716
H -4.736 -2.976 1.167
C 10.866 -1.908 1.217
O 11.608 -2.600 0.542
N 11.241 -1.400 2.430
N 9.599 -1.596 0.814
H 10.644 -0.830 2.998
H 12.167 -1.614 2.749
H 9.305 -1.954 -0.075
H 8.957 -1.042 1.348
C -5.637 3.200 -2.338
O -5.228 4.322 -2.619
N -6.376 2.448 -3.200
N -5.352 2.652 -1.127
H -6.734 1.540 -2.970
H -6.583 2.842 -4.098
H -4.855 3.260 -0.498
H -5.607 1.725 -0.845
C -7.241 7.365 -1.923
O -6.293 7.442 -1.159
N -8.188 8.351 -2.002
N -7.434 6.296 -2.750
H -8.975 8.314 -2.621
H -8.070 9.148 -1.406
H -6.743 5.562 -2.714
H -8.223 6.224 -3.363
*
```

gap between HOMO and LUMO: 7.4 eV

---

Entry from the Open Molecules 2025 dataset: a 2-piece molecular cluster, C4H8NS overall (ωB97M-V/def2-TZVPD).

```
! wB97M-V def2-TZVPD RIJCOSX def2/J DEFGRID3
* xyz 1 1
C 2.698 0.598 0.223
C -0.472 0.349 0.183
C 1.844 1.201 0.936
C -1.335 -0.291 -0.634
N -2.773 -0.600 -0.090
S 2.255 -0.479 -1.169
H 3.848 0.557 0.234
H 3.386 -0.951 -1.540
H -0.750 0.543 1.214
H 1.550 1.711 1.903
H -1.097 -0.445 -1.682
H -2.872 -0.199 0.841
H -2.654 -1.629 0.150
H -3.627 -0.366 -0.568
*
```

gap between HOMO and LUMO (spin up / spin down): 7.7 / 7.8 eV
energy above the lowest of the compared OMol25 structures with the same formula, charge and spin: 5.7655 eV

---

Entry from the Open Molecules 2025 dataset: a 2-piece molecular cluster, C6H8 overall (ωB97M-V/def2-TZVPD).

```
! wB97M-V def2-TZVPD RIJCOSX def2/J DEFGRID3
* xyz 0 1
C 1.009 2.984 0.643
C -0.105 2.563 0.938
C -0.232 -0.528 0.070
C -1.326 2.046 1.056
C -0.316 -1.804 -0.212
C 0.723 -2.542 -1.044
H 1.758 3.638 0.320
H -1.867 2.119 0.225
H 0.467 0.247 -0.102
H -1.573 1.607 2.014
H -1.138 -2.331 -0.015
H 1.506 -1.837 -1.211
H 0.190 -2.764 -2.113
H 0.904 -3.399 -0.571
*
```

gap between HOMO and LUMO (spin up / spin down): 8.5 / 8.1 eV
energy above the lowest of the compared OMol25 structures with the same formula, charge and spin: 6.5675 eV

---

It is found that the maximum force values, taken in the order of the records, are 0.74; 3.99; 5.74; 1.11; 4.36; 6.16 eV/A.